Entry 1:
{
  "formula": "C36H39F5IrN5O3P2SSe",
  "method": "ωB97M-V/def2-TZVPD",
  "symbols": ["H", "C", "C", "H", "C", "N", "O", "Se", "H", "C", "S", "H", "N", "F", "H", "C", "C", "C", "C", "H", "C", "C", "H", "F", "C", "H", "C", "H", "C", "H", "C", "H", "H", "H", "P", "C", "C", "F", "H", "H", "C", "C", "C", "O", "H", "H", "N", "H", "C", "C", "H", "C", "H", "H", "C", "C", "H", "Ir", "C", "C", "C", "O", "H", "H", "H", "H", "N", "C", "C", "P", "C", "H", "C", "H", "H", "H", "H", "N", "C", "H", "H", "H", "H", "H", "H", "F", "F", "C", "H", "H", "C", "C", "C"],
  "xyz": [[-1.4953, 5.1818, 1.1132], [-0.8124, 3.2342, 0.5606], [-1.1935, -2.8065, 1.1358], [2.0692, 1.6209, 2.5708], [2.9978, 1.4767, -3.3605], [-1.7706, 1.8065, 3.3510], [-0.3684, 4.6666, -1.3964], [2.8202, -0.3773, -0.3591], [5.1134, 1.2260, -3.4854], [2.0589, -3.1096, 1.8632], [0.2513, 1.9088, -3.3120], [2.7997, -1.4764, 3.9369], [-1.6932, -0.1184, -0.3079], [4.9357, 4.2881, 0.7245], [0.5742, -3.4543, -1.0110], [5.0567, 0.2341, 1.2616], [1.3648, 2.4002, 2.2922], [-0.0046, -1.2258, -4.0895], [1.9685, 2.4059, -3.2480], [-0.6083, -3.6978, 0.9190], [0.4069, -2.8533, -1.8941], [3.9987, 2.1695, 0.3529], [-2.6022, 3.7549, -0.4937], [3.0380, 2.7340, -0.3770], [-3.6213, -0.7603, 5.2554], [1.4404, -0.3554, 3.8918], [-1.1008, 1.0145, 2.5535], [-4.7950, 2.0768, 6.6847], [3.5320, 4.2046, -3.2039], [-3.7065, -1.8378, 5.2895], [-2.7258, -0.1822, 4.3255], [1.8904, 3.1878, 1.7561], [6.6447, 3.1979, -2.6826], [-0.1946, -0.5650, -4.9188], [-0.1278, -1.4220, 1.6106], [-2.5983, 1.2326, 4.2541], [4.0163, 0.7917, 0.5209], [6.9982, 0.4801, 2.5583], [0.9907, 4.3810, 0.1367], [0.9285, 2.8252, 3.1966], [0.2172, -3.4311, -3.1454], [1.1886, -2.1587, 2.6899], [0.2289, -0.7178, -2.8101], [-0.1217, 1.5851, -4.6811], [1.4942, -3.9652, 1.4915], [-1.8090, -2.5423, 0.2791], [-1.9832, -0.9780, 3.5231], [2.8487, -3.5034, 2.5054], [-4.2080, 1.4626, 6.0153], [4.9709, 2.9763, 0.9074], [-1.8412, -3.0135, 1.9890], [-2.0917, 2.8446, -0.1839], [-0.0924, -2.3307, 4.4644], [-2.7671, 2.2780, 0.4576], [0.5273, -2.9550, 3.8244], [0.0003, -2.6066, -4.2371], [6.0908, 4.8298, -3.0842], [0.3917, -0.0656, -0.1861], [6.0104, 3.7788, -3.3532], [0.2189, 3.8384, -0.4174], [2.0396, -1.0396, 3.2869], [-2.2706, -0.4855, -1.2961], [0.2293, -4.5066, -3.2447], [-1.9309, 3.9568, 2.2972], [1.3229, -3.3850, 4.4357], [2.5572, -0.4694, 2.5134], [0.3942, -1.5410, -1.7377], [2.2156, 3.7671, -3.1763], [-4.3437, 0.0507, 6.0777], [0.0105, 1.7266, 1.2836], [5.9890, 2.4005, 1.6589], [-0.0809, -3.7787, 3.4513], [-1.1421, 4.2854, 1.6289], [0.7253, 3.0438, -0.9654], [3.7390, 5.2660, -3.1549], [-1.8922, 2.2616, -1.0811], [-0.1723, -3.0347, -5.2152], [0.3909, 0.5659, -2.3564], [4.5881, 3.3033, -3.3013], [1.3971, 4.4709, -3.0885], [2.5503, -2.6200, 1.0203], [-3.2431, 3.1210, 5.0619], [6.4113, 3.6577, -4.3611], [-0.5785, 5.5290, -1.0223], [-0.2744, 4.5691, 2.2253], [5.1037, -1.0834, 1.4372], [6.9140, 3.1616, 2.1975], [-3.3562, 2.0475, 5.1274], [-5.0312, -0.3799, 6.7929], [2.7902, 0.4183, -3.4628], [6.0326, 1.0229, 1.8410], [4.3004, 1.9353, -3.3835], [-1.1857, -0.3904, 2.6680]],
  "total_energy_ev": -162727.2276,
  "total_charge": 2,
  "spin_multiplicity": 5,
  "homo_lumo_gap_ha": [0.264, 0.204],
  "lumo_ev": [-5.6, -8.4]
}


Entry 2:
{
  "formula": "C36H39N3O3ReTe",
  "method": "ωB97M-V/def2-TZVPD",
  "symbols": ["H", "H", "C", "C", "C", "C", "H", "H", "C", "C", "N", "H", "H", "H", "C", "H", "C", "C", "C", "C", "C", "C", "C", "C", "Re", "C", "O", "C", "C", "H", "H", "C", "H", "H", "H", "O", "H", "C", "H", "H", "H", "C", "H", "H", "H", "C", "H", "H", "H", "C", "H", "C", "H", "C", "H", "N", "H", "C", "H", "C", "N", "H", "O", "H", "C", "Te", "H", "C", "H", "C", "H", "C", "H", "C", "C", "H", "H", "H", "C", "H", "C", "H", "C"],
  "xyz": [[-0.0306, -4.9742, 0.7548], [-8.7206, -1.0352, 5.4372], [-6.7075, -1.8411, 3.1031], [2.9382, 0.0535, 1.0317], [5.1822, 0.0912, 0.1472], [-1.7301, -3.9155, -0.0303], [-0.5101, 2.6661, 1.2225], [-6.4205, -1.6385, 0.5191], [-0.8587, -5.0026, 0.0593], [0.1508, -1.9209, 5.7324], [-0.7673, 1.0209, 0.2615], [6.6250, 1.1577, 1.3208], [0.3095, -0.2257, -3.7706], [-7.5096, -2.2768, 2.5185], [1.6166, -0.3645, 0.9420], [-5.0829, -2.7586, 0.7419], [-5.8956, -0.9360, 5.1558], [-5.5246, -1.5150, 2.4497], [-1.5343, -2.7730, 0.8731], [-3.6778, 0.1786, 5.3655], [-2.9966, -5.0548, -1.7220], [3.8713, -0.3129, 0.0356], [-3.0152, -3.8686, 3.5682], [-1.0711, -6.1154, -0.7341], [-0.1500, -0.9036, 0.8114], [-6.9058, -1.5901, 4.4536], [-1.1591, 1.9470, 1.2228], [-4.6924, -0.5944, 4.5617], [-0.9289, 1.3212, -1.0011], [-3.1760, 0.9319, 4.7484], [-1.4449, -0.1566, -3.7754], [-2.1418, -6.1463, -1.6172], [-4.7613, -1.0422, 0.4866], [-3.3297, -3.3816, 2.6508], [0.1856, -5.0305, 7.1462], [-0.4170, -2.6868, 1.5653], [-0.9874, 0.9294, 4.6582], [-0.1791, -3.2513, 5.9947], [0.2983, 0.4065, 3.5540], [-3.8242, -5.0778, -2.4181], [0.4628, -3.5172, 8.0168], [-0.5470, 0.3267, -3.3848], [-1.9437, 3.1794, -0.6869], [1.6257, -4.0557, 6.8158], [-6.0602, -0.6705, 6.1940], [-4.4975, -0.9691, 3.2229], [-4.1757, 0.7103, 6.1735], [-8.8428, -2.5329, 4.5115], [-0.5071, 1.3494, -3.7507], [-0.5176, 0.2813, -1.8932], [-2.3149, -7.0251, -2.2239], [-1.2027, -3.8330, 5.2641], [-3.4512, -3.0828, -1.0170], [-1.9108, -3.1397, 4.2862], [-3.8933, -3.9500, 4.2126], [-0.0911, -0.7955, -1.2614], [3.5329, -0.9135, -0.7992], [3.3655, 0.8290, 2.1341], [0.6157, 0.5652, 5.2807], [-2.7963, -3.9396, -0.9317], [-2.4729, -1.8480, 0.9506], [5.8981, -0.1865, -0.6141], [0.2592, -1.8671, -1.7679], [2.6435, 1.1008, 2.8931], [4.6828, 1.2124, 2.2320], [-2.4932, -0.6369, 2.5585], [-7.9797, -2.4971, 6.0613], [-1.4613, 2.6195, -1.4818], [0.9401, -1.4469, 6.3050], [0.5612, -4.0144, 7.0509], [-0.3994, -6.9605, -0.6675], [-1.5450, -1.8117, 4.0498], [5.0111, 1.7998, 3.0784], [-8.1870, -1.9417, 5.1463], [-5.4337, -1.7487, 0.9656], [-2.1748, 2.4542, -2.2881], [-2.9299, -0.4763, 5.8147], [-0.6429, 3.2152, -1.8947], [-0.5128, -1.1831, 4.7701], [-2.6996, -4.8820, 3.3187], [-0.1313, 0.2602, 4.5497], [-1.4684, -4.8666, 5.4548], [5.5913, 0.8494, 1.2404]],
  "total_energy_ev": -57981.1798,
  "total_charge": 2,
  "spin_multiplicity": 2,
  "homo_lumo_gap_ha": [0.259, 0.237],
  "lumo_ev": [-6.8, -7.5]
}


Entry 3:
{
  "formula": "C36H39N4O2RuSSb2",
  "method": "ωB97M-V/def2-TZVPD",
  "symbols": ["C", "O", "H", "H", "Sb", "C", "H", "C", "H", "H", "O", "C", "H", "H", "H", "H", "C", "H", "C", "H", "H", "Sb", "H", "N", "H", "C", "C", "C", "H", "H", "H", "C", "H", "C", "N", "C", "H", "C", "C", "C", "C", "C", "C", "H", "C", "C", "H", "H", "C", "H", "C", "H", "C", "C", "C", "C", "C", "H", "C", "N", "N", "H", "Ru", "H", "C", "C", "C", "H", "H", "H", "H", "H", "C", "H", "C", "S", "C", "H", "H", "H", "C", "H", "H", "H", "C"],
  "xyz": [[-5.5501, -2.3395, 4.5200], [0.6179, 0.6597, -1.3838], [-4.3559, -3.2710, 0.8807], [-0.1108, 2.4889, 2.3001], [-0.7528, -0.3686, 2.9295], [1.8152, -2.7822, 0.7056], [3.9456, 2.2978, 2.0046], [-2.0131, 5.3137, 2.1476], [1.7277, -0.6024, 4.0201], [-0.7868, -2.6214, 4.3799], [0.4916, -2.6672, 0.3865], [-0.1216, -3.8248, -0.2157], [-2.7057, 1.2476, -2.9311], [-5.4159, -0.7587, 0.0842], [-1.2809, 0.5932, -2.3420], [-2.1887, 6.2289, 2.6961], [4.5564, -2.8132, 1.2637], [-1.1251, -3.0659, 2.6863], [-1.0945, 4.3830, 2.6324], [4.3555, -4.9530, 1.1530], [4.4367, -0.6806, 1.3152], [-2.8050, -1.2753, 0.0905], [2.1874, 4.6011, -2.7123], [1.8411, -0.3870, 0.7181], [-4.8711, -2.0841, 6.5423], [-2.4417, 3.9099, 0.2828], [-2.8461, -2.4083, 3.8284], [-4.5804, -2.1976, 5.5071], [-0.5626, 4.5955, 3.5506], [3.8568, 5.8566, -1.4334], [-6.5977, -2.3152, 4.7884], [2.5209, -1.5737, 0.9072], [-2.5602, -2.1094, -2.5146], [2.2776, 1.7662, -0.0453], [-2.1868, 0.9764, -2.1056], [1.4206, 2.7104, -2.1714], [5.3899, 4.2890, 2.2447], [3.0886, 2.9403, 0.1464], [-1.5542, 2.9496, 0.7794], [2.2048, 3.8055, -1.9759], [3.9293, 3.0793, 1.2567], [-1.4034, -2.4094, 3.5076], [3.0514, 3.9614, -0.8307], [-2.0318, 1.8111, 3.8899], [0.8477, -0.0247, 4.2967], [-3.4815, -2.9228, 1.4291], [-4.5754, 0.6774, -0.5346], [1.0954, 1.0352, 4.3249], [1.3723, 1.6675, -1.2174], [-5.9341, -2.6835, 2.4472], [-5.1727, -2.5316, 3.2036], [-4.6706, 0.3913, 1.2191], [-0.8515, 3.2023, 1.9531], [-3.2808, -2.3210, -1.7287], [-4.5781, -0.0817, 0.2441], [3.9049, -1.6105, 1.1750], [-2.3254, 0.7675, 3.8141], [1.9789, -4.9279, 0.6397], [4.7393, 4.1945, 1.3862], [-1.4445, 1.8083, -0.0161], [2.5405, 0.6866, 0.6703], [-3.3755, 5.8285, 0.5588], [-0.1929, -0.1500, 0.4130], [-4.2658, -1.9702, -2.0321], [2.4877, -3.9870, 0.7907], [-3.2454, -2.2168, 5.1536], [4.7220, 5.1868, 0.4112], [0.8042, 2.6101, -3.0551], [5.3772, 6.0421, 0.5057], [-0.2242, -4.6275, 0.5141], [-1.1005, -3.5147, -0.5666], [-3.2381, 0.6805, 3.2274], [3.8461, -4.0017, 1.0781], [-2.4963, 0.3559, 4.8069], [-2.6883, 5.0957, 0.9601], [-3.0844, 3.3819, -1.2492], [3.8762, 5.0761, -0.6829], [-3.3240, -3.3935, -1.5473], [0.5060, -0.3354, 5.2831], [0.4671, -4.1712, -1.0649], [-2.1381, 1.9328, -1.1245], [-2.4880, -2.1005, 5.9219], [-2.6964, -3.6761, 1.3538], [5.6173, -2.8435, 1.4684], [-3.8283, -2.5895, 2.8315]],
  "total_energy_ev": -74485.4398,
  "total_charge": 3,
  "spin_multiplicity": 5,
  "homo_lumo_gap_ha": [0.216, 0.174],
  "lumo_ev": [-9.7, -10.9]
}